Formula: C38H86AlBrN10O10PS3
Source: OMol25
Level of theory: the ωB97M-V functional and the def2-TZVPD basis

Its HOMO energy is -4.007 eV. The value obtained for the HOMO-LUMO gap is 5.643 eV. Its LUMO energy is 1.636 eV. The calculated total energy comes out at -7151.9888 Ha. The charge is -1.

Cartesian coordinates (Å):
C 0.02 3.49 7.50
C -0.58 4.73 6.82
C -0.68 4.66 5.31
Br 1.07 5.09 4.47
Al -1.46 2.96 4.54
C 0.07 1.60 4.36
C 0.37 1.26 2.89
C -0.71 0.31 2.38
S -0.81 0.24 0.57
C 0.90 0.44 0.08
S 1.96 -0.78 0.30
N 1.18 1.67 -0.50
C 2.56 2.13 -0.34
C 2.80 3.22 -1.38
O 1.68 4.02 -1.56
C 0.71 3.28 -2.28
C 0.67 1.80 -1.85
P -2.43 3.51 2.45
S -3.23 5.35 2.58
H -0.45 3.36 8.48
H -0.16 2.57 6.95
H 1.07 3.65 7.70
H 0.06 5.58 7.09
H -1.56 4.97 7.21
H -1.32 5.48 5.00
H -2.58 2.28 5.47
H -0.27 0.66 4.82
H 0.97 1.96 4.86
H 0.38 2.16 2.28
H 1.34 0.78 2.78
H -0.56 -0.66 2.83
H -1.68 0.67 2.71
H 2.66 2.60 0.63
H 3.32 1.37 -0.51
H 3.65 3.81 -1.04
H 3.12 2.78 -2.33
H 0.89 3.32 -3.36
H -0.25 3.73 -2.05
H 1.17 1.13 -2.55
H -0.38 1.51 -1.82
H -3.46 2.61 2.11
H -1.53 3.51 1.36
C 5.38 -3.15 4.45
C 4.53 -3.24 3.20
O 3.75 -4.16 3.02
N 4.68 -2.26 2.28
C 5.56 -1.10 2.32
H 5.15 -4.00 5.08
H 6.44 -3.17 4.20
H 5.16 -2.23 5.00
H 4.08 -2.37 1.47
H 4.96 -0.19 2.27
H 6.24 -1.12 1.47
H 6.14 -1.09 3.24
C -4.21 -2.54 1.57
C -4.26 -1.52 0.46
O -3.72 -0.42 0.58
N -4.90 -1.86 -0.68
C -5.58 -3.11 -1.01
H -3.67 -2.11 2.41
H -5.22 -2.79 1.91
H -3.70 -3.44 1.24
H -4.88 -1.13 -1.38
H -5.10 -3.55 -1.88
H -6.62 -2.90 -1.24
H -5.53 -3.81 -0.18
C -1.63 -1.10 -2.95
C -1.97 -2.29 -3.82
O -2.59 -3.25 -3.39
N -1.57 -2.25 -5.12
C -0.84 -1.20 -5.81
H -2.01 -1.27 -1.95
H -0.55 -0.97 -2.89
H -2.08 -0.19 -3.35
H -1.83 -3.07 -5.64
H -1.44 -0.84 -6.65
H 0.10 -1.59 -6.20
H -0.63 -0.37 -5.14
C -10.49 -5.10 -1.39
C -9.66 -3.85 -1.57
O -8.48 -3.81 -1.27
N -10.29 -2.76 -2.09
C -11.67 -2.62 -2.50
H -9.85 -5.88 -0.97
H -11.31 -4.92 -0.70
H -10.88 -5.45 -2.34
H -9.68 -1.96 -2.18
H -11.72 -2.36 -3.55
H -12.15 -1.83 -1.92
H -12.21 -3.55 -2.34
C 3.87 4.05 -5.34
C 3.62 2.64 -5.80
O 2.49 2.18 -5.93
N 4.71 1.87 -6.08
C 6.12 2.23 -5.98
H 2.91 4.53 -5.16
H 4.45 4.05 -4.43
H 4.40 4.62 -6.11
H 4.47 0.95 -6.40
H 6.59 2.13 -6.96
H 6.61 1.54 -5.29
H 6.27 3.24 -5.61
C -3.31 -3.29 5.80
C -4.31 -4.37 5.47
O -5.52 -4.18 5.49
N -3.83 -5.60 5.15
C -2.44 -6.02 5.07
H -3.85 -2.38 6.03
H -2.70 -3.57 6.66
H -2.66 -3.10 4.95
H -4.55 -6.27 4.93
H -2.21 -6.37 4.06
H -2.26 -6.85 5.76
H -1.77 -5.21 5.32
C 1.09 -5.87 7.59
C 0.08 -4.76 7.79
O -0.32 -4.09 6.86
N -0.36 -4.54 9.06
C 0.00 -5.23 10.28
H 1.34 -5.92 6.54
H 2.00 -5.68 8.16
H 0.67 -6.83 7.90
H -1.03 -3.78 9.12
H -0.89 -5.68 10.73
H 0.44 -4.53 10.99
H 0.72 -6.02 10.08
C 1.56 1.84 -8.75
C 1.29 0.69 -9.68
O 0.69 -0.32 -9.32
N 1.73 0.79 -10.97
C 2.44 1.89 -11.58
H 1.16 1.61 -7.77
H 2.63 2.01 -8.65
H 1.09 2.75 -9.12
H 1.51 -0.01 -11.54
H 1.87 2.29 -12.42
H 3.41 1.55 -11.96
H 2.61 2.69 -10.87
C 8.74 6.11 -3.80
C 7.27 5.75 -3.76
O 6.82 4.80 -4.40
N 6.46 6.52 -3.00
C 6.80 7.67 -2.18
H 9.25 5.40 -4.45
H 8.88 7.11 -4.19
H 9.17 6.04 -2.80
H 5.49 6.22 -3.02
H 6.54 7.47 -1.14
H 6.25 8.54 -2.52
H 7.86 7.88 -2.24